A 2-piece molecular cluster, C10H14FNO4S overall. Source: the Open Molecules 2025 dataset; level of theory: ωB97M-V with the def2-TZVPD basis set.

Computed properties:
Kohn-Sham gap in eV: 9.23
E in eV: -33824.79451
HOMO level in eV: -9.3
Net charge: 0

```
31
Properties=species:S:1:pos:R:3:forces:R:3:lowdin_charge:R:1
C -1.216 2.663 -1.128 -0.54 0.17 0.01 -0.05
N -0.414 3.696 -0.460 0.88 -0.20 -0.02 -0.16
C 0.548 4.352 -1.349 -0.21 -0.01 -0.16 -0.08
C 0.104 3.253 0.767 -0.47 0.08 0.19 -0.46
O -0.600 3.057 1.728 0.07 -0.33 -0.32 0.11
C 1.613 2.971 0.882 0.32 0.56 0.05 -0.15
O 1.893 1.803 1.672 -0.16 -0.10 -0.35 -0.29
S 1.024 0.485 1.345 0.11 0.02 0.72 0.97
O 1.178 -0.327 2.522 -0.16 0.04 -0.48 -0.35
O 2.109 -0.344 0.312 0.23 0.38 -0.06 -0.23
F 2.279 0.538 -0.803 -0.15 -0.25 0.14 -0.11
H -0.684 1.704 -1.214 -0.02 0.13 0.03 0.08
H -2.157 2.515 -0.592 0.20 -0.06 -0.04 0.09
H -1.454 3.004 -2.138 0.01 0.03 0.14 0.09
H 0.020 5.116 -1.928 0.08 -0.11 0.08 0.09
H 1.320 4.858 -0.766 -0.10 0.01 -0.09 0.09
H 1.022 3.662 -2.059 0.05 0.01 0.12 0.09
H 2.119 2.910 -0.082 -0.12 -0.19 0.11 0.10
H 2.060 3.799 1.443 -0.02 -0.17 -0.08 0.15
C -0.559 -4.228 1.498 -0.02 0.00 -0.01 -0.09
C -1.385 -5.186 0.928 0.00 0.00 0.00 -0.10
C -1.725 -5.100 -0.416 0.00 0.00 0.00 -0.10
C -1.236 -4.057 -1.190 0.00 0.00 0.00 -0.10
C -0.408 -3.100 -0.620 -0.01 0.00 0.00 -0.09
C -0.072 -3.184 0.724 0.04 0.05 -0.01 -0.09
H -0.296 -4.292 2.546 0.00 0.00 0.00 0.10
H -1.765 -6.001 1.530 0.00 0.00 0.00 0.10
H -2.371 -5.847 -0.859 0.00 0.00 0.00 0.10
H -1.499 -3.992 -2.238 0.00 0.00 0.00 0.10
H -0.021 -2.289 -1.224 0.01 0.00 0.00 0.10
H 0.573 -2.437 1.169 -0.01 -0.08 0.03 0.07
```
Positions in Å, forces in eV/Å.

C10H14INOS as an isolated structure at a distorted geometry. Source: the Open Molecules 2025 dataset; level of theory: ωB97M-V with the def2-TZVPD basis set.

Computed properties:
Kohn-Sham gap in eV: 8.55
E in eV: -33065.69546
HOMO level in eV: -8.3
Net charge: 0

```
28
Properties=species:S:1:pos:R:3:forces:R:3:lowdin_charge:R:1
C 3.564 0.969 -1.382 -1.05 -0.46 -0.82 -0.07
C 3.317 -0.371 -1.191 -0.02 2.33 0.11 -0.11
C 2.448 1.782 -1.534 0.54 -0.08 1.28 -0.09
C 2.052 -0.842 -1.168 -1.58 -3.25 0.44 -0.04
C 1.159 1.305 -1.419 -1.34 -0.44 -0.08 -0.02
C 0.882 -0.079 -1.247 3.79 2.85 -1.01 -0.36
C -0.688 0.246 1.546 1.61 -2.83 0.89 -0.37
C 0.262 -0.607 2.518 0.78 -0.08 -2.66 -0.14
C -3.700 -0.118 1.155 1.47 -2.51 -1.88 -0.15
C -2.855 0.260 -0.086 0.38 -0.93 -0.08 -0.77
N -0.407 -0.507 -1.306 -1.44 -1.12 0.58 -0.16
O -1.503 -2.060 0.427 0.69 2.99 -0.10 -0.37
S -1.204 -0.591 0.243 -1.83 -1.49 0.11 0.73
I -3.423 -0.426 -2.082 -0.62 0.14 0.63 0.82
H 4.577 1.260 -1.544 0.44 0.74 0.39 0.10
H 4.101 -0.914 -0.803 1.65 -1.84 -0.01 0.09
H 2.616 2.811 -1.378 -0.02 1.37 -0.79 0.09
H 2.076 -1.958 -1.077 -0.93 0.90 0.16 0.13
H 0.294 1.997 -1.526 0.74 -0.50 0.22 0.13
H -0.301 1.227 1.437 -0.21 1.00 -0.55 0.05
H -0.120 -1.642 2.693 0.23 0.95 -0.21 0.06
H 1.344 -0.699 1.966 -2.33 0.31 1.99 0.11
H 0.214 -0.033 3.440 0.70 -0.21 0.11 0.05
H -4.214 -1.021 0.837 -0.42 -0.09 0.40 0.06
H -2.944 -0.435 1.865 -0.28 0.02 0.45 0.04
H -4.351 0.535 1.639 -0.97 1.65 0.10 0.06
H -2.759 1.310 -0.238 0.63 0.72 0.03 0.03
H -0.435 -1.401 -1.788 -0.61 -0.13 0.31 0.09
```
Positions in Å, forces in eV/Å.

C10H14K3N3O5 as an isolated structure at a distorted geometry. Source: the Open Molecules 2025 dataset; level of theory: ωB97M-V with the def2-TZVPD basis set.

Computed properties:
Kohn-Sham gap in eV: 4.04
E in eV: -74264.37412
HOMO level in eV: -11.7
Net charge: +2

```
35
Properties=species:S:1:pos:R:3:forces:R:3:lowdin_charge:R:1
K 14.461 -17.566 16.935 1.06 0.71 0.00 0.88
K 11.153 -17.087 15.323 0.12 0.36 0.22 0.93
K 11.692 -15.806 11.687 0.49 0.49 -0.30 0.97
O 13.488 -14.132 13.167 -0.83 -0.90 0.03 0.04
C 13.960 -14.596 14.339 3.21 -0.41 4.71 -0.81
O 13.685 -15.708 14.887 -3.39 -2.96 -1.79 -0.21
O 14.760 -13.926 15.002 -0.04 1.45 -1.65 0.01
H 13.815 -13.245 13.336 0.08 1.43 -0.89 0.10
C 14.174 -8.956 15.218 -0.49 -1.17 -1.06 0.09
N 13.968 -10.452 15.494 -2.56 -1.95 0.00 -0.37
O 14.039 -11.282 14.562 0.61 2.11 0.68 -0.01
O 13.476 -10.814 16.567 1.27 1.22 -0.83 0.05
H 15.213 -8.716 15.447 -0.34 0.23 0.18 0.11
H 13.347 -8.393 15.648 0.61 -0.21 0.95 0.10
H 13.935 -8.885 14.157 0.74 -0.06 -0.13 0.09
N 16.736 -14.645 17.790 -1.46 1.99 -0.38 0.03
C 16.655 -15.578 18.746 1.43 -1.78 0.24 -0.15
C 17.438 -16.623 18.261 -1.08 -2.01 0.34 -0.15
C 17.805 -16.369 16.926 0.03 1.29 -0.51 -0.11
C 17.364 -15.089 16.683 0.19 0.04 -0.59 -0.13
H 16.278 -13.749 17.873 0.25 0.05 -0.28 0.14
H 16.205 -15.486 19.724 0.09 0.41 -0.18 0.12
H 17.567 -17.593 18.718 0.20 0.15 0.44 0.09
H 18.394 -16.858 16.164 0.06 -0.56 0.53 0.10
H 17.459 -14.497 15.785 -0.04 0.14 0.29 0.11
N 16.765 -11.804 15.956 1.13 -0.22 -0.84 -0.01
C 17.841 -11.505 15.125 -0.43 0.85 1.10 -0.11
C 18.627 -10.620 15.837 0.19 0.31 -0.05 -0.10
C 18.037 -10.392 17.111 0.51 -0.10 -0.39 -0.10
C 16.937 -11.185 17.175 -1.60 0.02 -0.41 -0.17
H 15.985 -12.328 15.585 -0.22 -0.17 0.49 0.08
H 17.862 -11.843 14.099 0.13 -0.06 0.18 0.11
H 19.521 -10.077 15.567 -0.01 -0.36 -0.48 0.10
H 18.397 -9.665 17.824 -0.06 -0.32 0.16 0.10
H 16.122 -11.229 17.881 0.16 -0.01 0.20 0.10
```
Positions in Å, forces in eV/Å.

An isolated ion of composition C10H14N and charge +1 at a distorted geometry. Source: the Open Molecules 2025 dataset; level of theory: ωB97M-V with the def2-TZVPD basis set.

Computed properties:
Kohn-Sham gap (spin up / spin down) in eV: 8.45 / 8.45
E in eV: -12074.98110
HOMO level (spin up / spin down) in eV: -13.5 / -13.5
Net charge: +1

```
25
Properties=species:S:1:pos:R:3:forces:R:3:lowdin_charge:R:1
C 0.779 0.239 -2.065 -0.76 -0.71 3.11 0.18
C 0.339 -0.811 -1.225 -1.86 -1.42 -0.38 -0.06
C -0.805 -0.440 1.299 0.56 1.81 2.64 -0.08
C -0.244 1.484 -0.135 -0.08 -1.35 -4.62 -0.04
C 1.209 -0.578 -0.052 2.08 -0.77 0.71 -0.13
C 0.703 -0.875 1.396 -1.49 0.96 -2.10 -0.29
C 1.138 0.830 -0.733 0.83 3.22 0.46 -0.16
C -1.069 -0.475 -1.086 2.78 1.18 0.84 -0.16
C 1.468 -0.164 2.485 0.60 -1.13 0.19 -0.05
C -2.130 -0.449 -2.060 -0.21 -2.14 -2.91 0.00
N -1.091 0.356 0.084 -1.37 -1.25 0.47 -0.07
H 0.467 0.675 -2.968 -0.25 0.29 -1.08 0.13
H -1.459 -1.258 1.260 -0.81 -1.35 -0.08 0.10
H -1.154 0.117 2.303 0.78 -0.75 -2.44 0.18
H -0.120 2.088 0.682 0.41 1.32 2.15 0.11
H -0.636 2.069 -1.022 0.21 -0.25 1.35 0.15
H 2.242 -1.036 -0.166 -1.23 0.68 -0.25 0.19
H 0.739 -1.959 1.505 0.13 0.03 0.16 0.15
H 1.815 1.721 -0.676 0.46 -1.21 -0.02 0.16
H 0.937 -0.394 3.436 1.04 -0.32 -0.30 0.10
H 1.347 0.898 2.434 0.28 0.82 -0.45 0.07
H 2.567 -0.472 2.393 -1.54 0.56 0.81 0.12
H -2.075 0.488 -2.701 -0.81 -0.89 1.09 0.12
H -3.119 -0.727 -1.573 1.14 0.87 -0.75 0.13
H -1.849 -1.328 -2.815 -0.92 1.82 1.40 0.15
```
Positions in Å, forces in eV/Å.

The records above give, respectively, energy relative to the best compared isomer or geometry (same formula, charge and spin) values of 342.76, 14.04, 230.54, 442.38 kJ/mol.